Computed, not measured: the ion C2H6BrOS with charge +1 at a distorted geometry, with wB97M-V/def2-TZVPD.

```
11
Properties=species:S:1:pos:R:3:forces:R:3
C 0.2297 1.2010 0.8805 1.4727 -0.7564 1.9725
C 0.2499 -1.3066 -0.8041 1.0252 -0.4117 1.4941
O 1.2911 -1.3411 1.8951 -1.1277 4.5215 -6.0136
S 1.0526 -0.3616 0.5338 0.2218 -4.6713 6.6501
Br 2.9077 0.3643 -0.2942 -0.1857 -0.3074 -0.0733
H 0.5002 1.8388 0.1224 0.6111 1.4747 -2.0019
H 0.6660 1.6060 1.8183 -0.1963 -0.6030 -0.4083
H -0.8084 1.1376 0.9420 -1.7630 -0.6644 0.2232
H 1.0397 -1.9850 -1.0147 0.8242 -0.8937 -0.2007
H 0.3454 -0.5691 -1.5202 -0.8714 1.2972 -2.1990
H -0.6549 -1.9141 -0.6632 -0.0110 1.0145 0.5570
```
Positions in Å, forces in eV/Å.

Summary:
net charge: +1
gap between HOMO and LUMO: 9.692 eV
relative energy (zero: lowest compared OMol25 entry of this formula, charge and spin): 32.15 kcal/mol

Here are the Mulliken charges for atoms 1 to 5, given in e: -0.91, -0.79, -0.50, 0.72, 0.15

***

Computed, not measured: a cluster of 4 separate species, C6H16O3 in total at a distorted geometry, with wB97M-V/def2-TZVPD.

```
25
Properties=species:S:1:pos:R:3:forces:R:3
C 0.8675 -0.3683 -2.0094 -0.9272 -1.2142 0.3788
C -0.1063 -0.2264 -0.8647 0.4958 -0.3265 1.6852
C -1.1444 -1.0458 -0.6633 -0.3760 0.1144 -0.2204
C -1.7919 -2.0535 -1.5725 -0.2172 0.6640 0.6808
C 1.2173 1.5485 0.2279 0.3793 -0.2342 -0.6967
C 0.1854 0.7091 0.2633 0.4132 1.1151 -1.1529
H 1.8412 0.0630 -1.8298 -0.1128 0.5064 -0.2978
H 0.3370 -0.0866 -2.9142 0.5676 0.4030 -0.3590
H 1.0612 -1.4432 -2.0923 0.0001 0.0353 -0.2223
H -1.6985 -0.8999 0.2607 -0.0187 0.0706 0.0374
H -1.1339 -2.4534 -2.3368 -0.1274 -0.0559 -0.1327
H -2.6629 -1.5318 -1.9868 0.1523 -0.2302 -0.5313
H -2.2440 -2.8296 -0.9556 0.2908 -0.3346 -0.1531
H 1.9180 1.4315 -0.5862 0.1391 0.2494 0.0532
H 1.4835 2.3452 0.9070 -0.3898 -0.1600 0.4098
H -0.5356 0.8454 1.0431 -0.3246 -0.2143 -0.0577
H -0.1044 0.2617 3.5706 0.0124 -0.0845 0.0113
H -0.9402 -0.3150 2.4400 0.0671 -0.1355 0.1205
O -0.1010 -0.4295 2.8988 -0.0853 -0.0742 0.4192
H -2.6259 1.1674 -0.5482 -0.2209 -0.1674 0.3072
H -2.0479 2.5043 -0.6699 -0.0469 0.3425 0.3476
O -2.6741 2.0271 -0.1082 0.2388 -0.1594 -0.6283
H 3.1513 -1.1041 0.9908 -0.2902 0.2297 0.3962
H 3.0698 0.2450 1.8122 -0.3365 -0.4456 -0.0373
O 3.5063 -0.2161 1.0915 0.7171 0.1061 -0.3577
```
Positions in Å, forces in eV/Å.

Summary:
net charge: 0
gap between HOMO and LUMO: 9.087 eV
relative energy (zero: lowest compared OMol25 entry of this formula, charge and spin): 31.32 kcal/mol

Here are the Mulliken charges for atoms 1 to 5, given in e: -1.50, 1.39, -0.54, -1.27, -1.25

***

Computed, not measured: a cluster of 5 separate species, C33H52ClF12N5O13P in total at a distorted geometry, with wB97M-V/def2-TZVPD.

```
117
Properties=species:S:1:pos:R:3:forces:R:3
C -3.5161 0.2210 1.6791 -0.4470 0.0011 -0.2713
C -2.5131 0.8979 0.5927 -0.8332 -0.6968 1.8411
N -2.1036 -0.1880 -0.3443 -0.1005 1.2041 -1.1080
C -0.9461 0.2303 -1.2207 -0.6101 -0.6327 0.0994
C 0.0375 -1.0312 -1.2758 -1.7389 -1.0857 0.5883
N 1.3760 -0.7778 -1.9044 -1.4516 2.8611 -1.6164
C 1.4170 -0.1384 -3.2130 2.3322 2.5883 1.4961
N 0.8581 -0.4543 -4.3875 -1.0233 -0.6466 0.9112
C 1.0650 0.3333 -5.6564 1.8613 0.0069 -0.9540
C 2.4171 -0.2321 -6.3493 1.4992 -3.2091 1.0707
O 2.9941 -1.2650 -5.9128 -2.2785 3.8306 -1.0364
P -0.1739 -1.8850 -4.5456 -3.1615 -3.4265 -4.2302
O -0.3972 -2.2680 -6.0211 1.3771 1.8210 4.1563
O 0.5499 -3.1933 -3.7187 -0.6253 4.1172 -0.7773
O -1.7207 -1.5062 -3.9307 3.3117 -0.1489 -0.0176
N 2.3117 1.0473 -3.1607 0.4802 -2.9974 -0.2380
C 3.2721 0.5787 -2.0712 -1.3228 -2.1355 3.4063
N 4.3462 1.4918 -1.6438 0.8894 -2.3100 -3.7415
C 5.5193 0.9399 -2.0021 -0.1673 0.8869 -0.2302
C 6.0744 -0.4534 -1.4436 0.1161 0.7343 -0.6102
C 6.4624 1.6771 -3.0917 0.5333 -0.6805 1.8365
C 2.1233 0.1710 -1.0022 3.0289 1.2993 -0.2027
C 2.7466 -0.3679 0.3652 0.4156 0.6452 -0.3291
C 2.9081 0.8662 1.3967 0.7543 -0.7882 0.7342
C 3.6370 0.4133 2.7762 -0.4472 0.4279 -0.9713
Cl 1.2479 1.5306 1.9328 0.8483 -0.5439 -0.7237
C -3.2252 -0.7134 -1.1432 -1.3285 -3.8911 -0.3774
C -4.2767 0.1760 -1.9570 0.1297 0.3443 1.4083
O -3.3983 -1.9637 -1.1692 0.9353 4.4502 0.0477
H -3.3243 -0.9133 1.7187 -0.0315 1.8178 0.1351
H -3.4140 0.7051 2.7181 -0.0472 -0.7991 -1.6374
H -4.6180 0.3275 1.3743 1.6384 -0.0451 0.3391
H -3.0367 1.7844 0.1043 0.8982 -0.9304 0.5157
H -1.5898 1.2146 1.1888 -1.1961 -0.2669 -1.1726
H -1.3625 0.4344 -2.2635 0.9170 0.1049 1.0972
H -0.5112 1.1633 -0.7390 -0.2779 -1.2648 -0.8711
H -0.5333 -1.8977 -1.7759 1.0060 1.3668 0.7275
H 0.2291 -1.3885 -0.2014 -0.1802 0.6504 -1.6771
H 1.2587 1.4387 -5.4648 -0.6316 -1.4131 0.0911
H 0.2106 0.1886 -6.3914 0.9851 0.0385 1.2087
H 2.9077 0.2579 -7.2606 -1.1251 -0.1290 1.0664
H 1.4844 -2.8781 -3.5897 -0.7586 -0.7604 0.0704
H -2.0425 -0.6640 -4.3284 0.2800 -0.7464 -0.0054
H 2.9933 1.1090 -3.9461 -1.4243 0.1139 -0.1400
H 3.5620 -0.4664 -2.4774 0.6613 1.5784 0.8364
H 7.2206 -0.4629 -1.5654 -1.8966 -0.1504 -0.0477
H 5.8878 -0.4960 -0.3226 -0.1356 -0.0828 -1.7600
H 5.5955 -1.3266 -2.0180 0.7852 1.1399 0.9954
H 6.1905 1.2618 -4.1267 0.1005 0.6300 1.5383
H 7.5276 1.3214 -2.8667 -1.3636 0.7991 -0.5724
H 6.3893 2.8112 -3.0329 -0.0853 -1.5926 -0.2131
H 1.6608 1.1898 -0.7880 -0.3467 -1.6022 -0.3770
H 2.1771 -1.2288 0.8449 0.6457 1.2277 -0.6019
H 3.8158 -0.7222 0.1192 -1.6361 0.3588 0.5489
H 3.4579 1.7527 0.9464 -0.8383 -1.2298 0.3468
H 3.3263 1.2015 3.5493 0.7119 -1.4246 -0.9666
H 3.2362 -0.6202 3.0293 0.5733 1.3786 -0.0031
H 4.7820 0.3759 2.6598 -1.8410 0.0815 0.1263
H -4.4307 1.1751 -1.4021 0.3810 -1.3314 -1.2097
H -5.2819 -0.3624 -1.8969 1.5874 0.5691 -0.3520
H -3.9432 0.3228 -3.0368 -0.5281 -0.0987 1.4654
C -8.1342 0.4692 6.6911 -0.2404 0.3182 -0.1357
C -7.0531 0.0882 5.6981 -0.6598 0.0781 0.7656
O -7.3349 0.6402 4.3995 0.1148 0.8832 -0.8537
C -7.0189 1.9372 4.2301 0.3194 -1.0229 1.6994
O -6.5347 2.6351 5.0820 -0.2754 0.0237 -0.9738
C -7.3239 2.3780 2.8016 -0.7055 0.7560 -1.6188
F -8.5385 1.9712 2.3826 0.3929 -0.0691 0.4716
F -6.4288 1.8782 1.9208 0.0021 -0.0571 0.4970
F -7.3012 3.7133 2.6522 0.1851 -0.5503 0.5186
H -9.1186 0.1750 6.3182 0.0965 -0.1258 0.0647
H -7.9605 -0.0143 7.6545 0.0252 -0.0119 -0.0966
H -8.1639 1.5498 6.8484 0.1161 -0.0961 0.0511
H -7.0324 -0.9951 5.5803 -0.1754 0.2577 -0.3901
H -6.0699 0.3938 6.0397 -0.5303 0.5630 -0.2714
C -0.6958 -2.9099 5.9805 -0.2809 -0.1863 -0.1587
C -1.0426 -1.9770 7.1243 0.7526 -0.2479 -0.0613
O -2.3895 -1.4932 6.9988 -1.0254 -0.0462 0.2425
C -3.3582 -2.3364 7.4066 1.8424 -0.5224 0.1652
O -3.1578 -3.4359 7.8490 -0.7205 0.6899 -0.2421
C -4.7294 -1.6828 7.2633 -1.6440 0.5477 -0.0957
F -4.8911 -1.0735 6.0672 1.6102 -1.1160 0.4623
F -4.9359 -0.7373 8.2031 0.4654 -0.3308 -0.1660
F -5.7397 -2.5610 7.3797 0.7728 0.0446 -0.0122
H -0.8745 -2.4208 5.0194 0.1167 0.0660 0.0892
H 0.3514 -3.2139 6.0349 -0.0655 0.0646 0.0376
H -1.3166 -3.8082 6.0005 0.1133 0.0410 0.1037
H -0.3909 -1.1013 7.0922 -0.3665 0.0977 -0.0042
H -0.8925 -2.4545 8.0961 -0.2561 -0.0141 -0.1163
C 11.5233 -2.3107 1.1639 -0.3098 -0.1839 -0.1522
C 11.1582 -1.3765 2.3008 0.8672 -0.2674 -0.0583
O 9.8063 -0.9058 2.1624 -1.1767 -0.0578 0.2416
C 8.8430 -1.7556 2.5657 2.0161 -0.4792 0.1350
O 9.0487 -2.8513 3.0141 -0.8131 0.6745 -0.2414
C 7.4669 -1.1151 2.4089 -1.6035 0.5497 0.1064
F 7.3082 -0.5115 1.2080 0.4868 -0.2199 0.3651
F 7.2439 -0.1683 3.3424 0.4499 -0.3463 -0.2047
F 6.4631 -2.0023 2.5204 0.7214 0.0620 -0.0496
H 11.3478 -1.8275 0.1993 0.1422 0.0663 0.0919
H 12.5726 -2.6042 1.2280 -0.0764 0.0740 0.0259
H 10.9111 -3.2151 1.1827 0.1178 0.0335 0.1108
H 11.8016 -0.4948 2.2701 -0.3768 0.0910 -0.0087
H 11.3051 -1.8485 3.2757 -0.2676 -0.0080 -0.1172
C -6.1781 4.0648 -6.0758 0.3329 0.0027 0.2221
C -6.1416 2.9962 -7.1505 -0.8825 0.4054 0.1958
O -4.7858 2.6239 -7.4566 1.0656 -0.8650 0.2575
C -4.2038 1.7675 -6.6012 -2.0210 0.7706 0.1129
O -4.7377 1.3149 -5.6212 0.9893 -0.1050 -0.3975
C -2.7933 1.4228 -7.0679 1.3381 -0.1337 -1.2004
F -2.0876 2.5100 -7.4359 -0.4484 -0.2156 0.3757
F -2.8023 0.5995 -8.1313 -0.3622 0.2650 0.5493
F -2.0666 0.8041 -6.1103 -0.4090 0.1087 0.2337
H -5.5670 4.9226 -6.3672 -0.1557 -0.0234 -0.0905
H -7.2017 4.4013 -5.9015 0.0705 -0.0526 -0.0737
H -5.7731 3.6916 -5.1324 -0.1454 -0.0439 -0.0570
H -6.5738 3.3903 -8.0724 0.3732 -0.1382 -0.0501
H -6.7291 2.1184 -6.8692 0.2932 -0.0116 0.0436
```
Positions in Å, forces in eV/Å.

Summary:
net charge: +1
gap between HOMO and LUMO: 8.054 eV

Here are the Mulliken charges for atoms 1 to 5, given in e: -0.98, -0.27, 0.44, -0.19, -0.73

***

Computed, not measured: a cluster of 2 separate species, C3H8NO2 in total at a distorted geometry, with wB97M-V/def2-TZVPD.

```
14
Properties=species:S:1:pos:R:3:forces:R:3
O 1.1682 0.6093 1.0888 1.1477 0.6510 0.3400
C 1.9460 1.4850 0.6639 0.1889 1.1146 -1.4875
O 2.3996 1.5290 -0.5341 -0.3404 -0.2108 0.8921
H 2.1445 2.3734 1.2905 -0.0941 -0.2688 0.8808
H 2.8808 2.3772 -0.6863 0.1595 -0.2726 -0.2726
C -2.2951 -0.6934 0.0975 1.3701 -0.5023 1.1151
C -0.1047 -1.2552 -0.8800 1.0298 -1.6088 1.2443
N -0.7963 -0.8493 0.1244 0.9797 0.1842 -0.7046
H -2.4490 -0.0860 -0.7675 -0.7088 0.1691 -0.4383
H -2.7343 -1.6840 0.0869 -0.3181 0.0108 -0.1556
H -2.5071 -0.1640 1.0174 -0.5186 0.0093 0.0009
H -0.4316 -2.0881 -1.5161 -0.6387 1.1331 -0.6822
H 0.9829 -1.0535 -0.8941 -0.6104 -0.2874 0.1046
H -0.2039 -0.5003 0.9087 -1.6464 -0.1214 -0.8371
```
Positions in Å, forces in eV/Å.

Summary:
spin multiplicity: 2
net charge: +2
gap between HOMO and LUMO (spin up / spin down): 10.942 / 5.800 eV
relative energy (zero: lowest compared OMol25 entry of this formula, charge and spin): 49.72 kcal/mol

Here are the Mulliken charges for atoms 1 to 5, given in e: -0.13, 0.44, -0.23, 0.38, 0.43

***

Computed, not measured: a cluster of 2 separate species, C4H9N3O in total at a distorted geometry, with wB97M-V/def2-TZVPD.

```
17
Properties=species:S:1:pos:R:3:forces:R:3
C 2.1282 -0.0392 -0.0407 4.4795 2.2830 1.7829
C 0.0638 -0.5215 1.1053 2.2386 0.1503 -3.4217
C -1.2336 -0.4323 0.9311 -3.6522 0.7172 3.8011
C -2.0935 0.2769 -0.2086 -1.9324 -1.3846 -0.4570
H 1.4611 -0.7404 -2.1887 -3.9609 -0.5821 3.5229
H -0.8615 -0.1526 -1.4823 4.7228 -3.2769 -1.9884
H 2.9085 -0.3349 -0.8752 -2.3442 0.5860 1.1288
H 2.3638 0.8158 1.8997 -0.3164 -0.0954 -3.1146
H 0.5715 -0.8391 1.9985 -0.1006 0.1271 0.3359
H -1.5143 -0.6863 2.0441 -1.4403 0.7326 -2.4787
H -2.8242 -0.3954 -0.9203 2.3457 0.6977 1.7465
H -2.9254 1.1194 -0.0987 2.3148 -1.5149 1.0515
H -1.0204 1.8736 -0.7279 0.7436 -3.3283 -1.8521
N 0.4148 -1.0003 -1.1821 0.9362 -1.8280 -5.4807
N 0.8907 -0.4482 -0.0293 -0.6608 -0.9943 -0.0337
N 2.6718 0.7348 0.8464 0.8931 -0.6777 2.1493
O -1.0013 0.7697 -1.0712 -4.2665 8.3884 3.3080
```
Positions in Å, forces in eV/Å.

Summary:
net charge: 0
gap between HOMO and LUMO: 6.027 eV
relative energy (zero: lowest compared OMol25 entry of this formula, charge and spin): 278.75 kcal/mol

Here are the Mulliken charges for atoms 1 to 5, given in e: 0.29, -0.20, -0.29, -0.68, 0.19

***

Computed, not measured: a cluster of 2 separate species, C6H11N3 in total, with wB97M-V/def2-TZVPD.

```
20
Properties=species:S:1:pos:R:3:forces:R:3
C 3.8742 0.2613 0.1200 0.4946 -0.2403 0.3792
C -0.3716 -0.4293 0.1708 0.2143 -0.2910 -0.2425
C 2.0761 1.8487 0.2451 0.1775 -0.0602 -0.1407
C -2.6815 0.2640 0.3656 -0.0860 -0.1904 0.0022
C 2.8511 1.0378 -0.4667 -0.4094 0.6561 -0.2019
C 0.5439 -1.0153 -0.6003 -0.4838 -0.0664 0.0747
N 4.7050 -0.3801 0.5862 0.1759 -0.1480 0.0722
N -1.4026 0.3946 -0.3002 0.0179 0.3688 -0.3899
N 1.5614 -1.8583 -0.1513 0.1117 -0.1593 0.1662
H -0.3402 -0.5346 1.2467 0.0466 -0.0054 0.1689
H 2.1967 1.9542 1.3106 0.0727 -0.0497 0.1575
H -1.4897 0.3265 -1.3079 -0.0493 0.0395 0.1559
H 1.2952 2.4310 -0.2120 -0.1362 0.0102 -0.1624
H -2.5472 0.4920 1.4243 -0.1033 0.0178 -0.0118
H -3.1177 -0.7433 0.2837 0.0171 0.0775 0.0365
H -3.3808 0.9819 -0.0606 -0.0220 0.0164 0.0825
H 2.7448 0.9187 -1.5356 -0.1267 0.0818 -0.0649
H 0.5029 -0.9115 -1.6772 -0.0780 0.0491 -0.1160
H 1.6874 -1.8197 0.8522 0.2119 -0.0622 -0.1446
H 2.4383 -1.7574 -0.6432 -0.0455 -0.0443 0.1792
```
Positions in Å, forces in eV/Å.

Summary:
net charge: 0
gap between HOMO and LUMO: 7.682 eV
relative energy (zero: lowest compared OMol25 entry of this formula, charge and spin): 50.84 kcal/mol

Here are the Mulliken charges for atoms 1 to 5, given in e: 0.22, -0.11, -0.63, -0.92, -0.08